Density functional theory data (the ωB97M-V functional and the def2-TZVPD basis) for a 3-piece molecular cluster, C23H44F9N2O5S overall.

The calculation puts the HOMO energy at -10.3 eV. Its largest force on an atom is 3.03 eV/A. The HOMO-LUMO gap is 0.287 Ha.

The geometry in ORCA input format:
```
! wB97M-V def2-TZVPD RIJCOSX def2/J DEFGRID3
* xyz 1 1
C 1.75 -3.31 5.00
C 2.03 -3.93 3.61
C 0.77 -4.44 3.01
N 0.26 -5.60 3.29
C -0.94 -5.78 2.60
C -1.11 -4.67 1.92
C -2.23 -4.22 1.02
C -3.50 -5.07 1.20
C -4.77 -4.24 1.44
F -5.80 -4.97 1.03
F -4.70 -3.11 0.71
C -4.88 -3.96 2.96
F -3.68 -3.69 3.50
F -5.29 -5.10 3.52
S -6.09 -2.58 3.48
F -5.29 -2.39 4.83
F -5.16 -1.52 2.79
F -6.92 -2.80 2.16
F -7.03 -3.61 4.21
F -7.06 -1.43 3.89
N -0.03 -3.82 2.16
C 0.20 -2.50 1.58
C 0.14 -1.32 2.57
C -0.69 -0.13 2.04
C -1.82 0.18 3.04
C -2.95 1.07 2.45
O -2.94 1.15 1.04
C -3.61 0.06 0.45
H 1.78 -4.05 5.79
H 0.80 -2.79 5.02
H 2.53 -2.58 5.19
H 2.42 -3.14 2.98
H 2.75 -4.75 3.67
H 0.69 -6.26 3.92
H -1.59 -6.62 2.64
H -1.86 -4.29 0.00
H -2.38 -3.17 1.24
H -3.69 -5.58 0.27
H -3.42 -5.83 1.97
H -0.49 -2.29 0.76
H 1.18 -2.53 1.12
H 1.16 -0.96 2.70
H -0.21 -1.63 3.55
H -0.06 0.75 2.00
H -1.04 -0.31 1.02
H -1.37 0.74 3.85
H -2.25 -0.74 3.43
H -3.90 0.69 2.82
H -2.85 2.08 2.82
H -3.48 0.09 -0.63
H -3.18 -0.88 0.83
H -4.68 0.08 0.64
C 2.55 4.05 -2.34
O 2.09 2.92 -3.05
C 2.55 1.69 -2.53
C 1.49 1.00 -1.70
O 1.19 1.73 -0.52
C -0.02 2.48 -0.63
H 1.98 4.92 -2.66
H 2.42 3.93 -1.26
H 3.61 4.23 -2.56
H 3.46 1.84 -1.94
H 2.80 1.05 -3.38
H 1.87 0.02 -1.39
H 0.59 0.84 -2.30
H -0.88 1.81 -0.58
H -0.05 3.06 -1.55
H -0.07 3.16 0.22
C 3.57 6.77 -7.56
O 4.98 6.66 -7.66
C 5.67 7.25 -6.57
C 6.14 6.22 -5.57
O 5.05 5.58 -4.92
C 4.76 4.30 -5.44
H 3.13 6.10 -8.30
H 3.21 6.48 -6.57
H 3.25 7.79 -7.77
H 5.04 8.00 -6.08
H 6.54 7.76 -6.98
H 6.74 6.72 -4.80
H 6.78 5.48 -6.07
H 5.53 3.58 -5.12
H 4.70 4.30 -6.53
H 3.80 3.98 -5.04
*
```

Taken from the Mulliken analysis, the atomic charges in e are: number 1, C, carries -1.094; number 2, C, carries -0.747; number 3, C, carries 0.215; number 4, N, carries 0.029; number 5, C, carries -0.672; number 6, C, carries 0.435; number 7, C, carries 0.564; number 8, C, carries -1.716; number 9, C, carries 0.754; number 10, F, carries -0.300; number 11, F, carries -0.196; number 12, C, carries 0.459; number 13, F, carries -0.235; number 14, F, carries -0.286; number 15, S, carries 1.474; number 16, F, carries -0.331; number 17, F, carries -0.216; number 18, F, carries -0.302; number 19, F, carries -0.321; number 20, F, carries -0.309; number 21, N, carries 0.326; number 22, C, carries -1.526; number 23, C, carries -0.328; number 24, C, carries -0.451; number 25, C, carries -0.888; number 26, C, carries -0.644; number 27, O, carries -0.389; number 28, C, carries -0.213; number 29, H, carries 0.346; number 30, H, carries 0.317; number 31, H, carries 0.355; number 32, H, carries 0.212; number 33, H, carries 0.531; number 34, H, carries 0.250; number 35, H, carries 0.531; number 36, H, carries 0.886; number 37, H, carries -0.694; number 38, H, carries 0.337; number 39, H, carries 0.488; number 40, H, carries 0.698; number 41, H, carries 0.396; number 42, H, carries 0.436; number 43, H, carries 0.424; number 44, H, carries 0.309; number 45, H, carries 0.299; number 46, H, carries 0.490; number 47, H, carries 0.234; number 48, H, carries 0.195; number 49, H, carries 0.453; number 50, H, carries 0.327; number 51, H, carries -0.213; number 52, H, carries 0.321; number 53, C, carries -0.820; number 54, O, carries -0.369; number 55, C, carries -0.622; number 56, C, carries -0.428; number 57, O, carries -0.344; number 58, C, carries -0.739; number 59, H, carries 0.246; number 60, H, carries 0.371; number 61, H, carries 0.367; number 62, H, carries 0.353; number 63, H, carries 0.387; number 64, H, carries 0.310; number 65, H, carries 0.362; number 66, H, carries 0.195; number 67, H, carries 0.443; number 68, H, carries 0.254; number 69, C, carries -0.685; number 70, O, carries -0.377; number 71, C, carries -0.489; number 72, C, carries -0.573; number 73, O, carries -0.286; number 74, C, carries -0.743; number 75, H, carries 0.248; number 76, H, carries 0.272; number 77, H, carries 0.323; number 78, H, carries 0.326; number 79, H, carries 0.374; number 80, H, carries 0.369; number 81, H, carries 0.350; number 82, H, carries 0.306; number 83, H, carries 0.424; number 84, H, carries 0.168

---

Density functional theory data (the ωB97M-V functional and the def2-TZVPD basis) for C23H44NOP3Ru as an isolated structure.

The calculation puts the HOMO energy (spin up / spin down) at -20.0 / -19.6 eV. Its largest force on an atom is 3.57 eV/A. The HOMO-LUMO gap (spin up / spin down) is 0.284 / 0.135 Ha. As for the energy above the lowest of the compared OMol25 structures with the same formula, charge and spin: 38.5 kcal per mole.

The geometry in ORCA input format:
```
! wB97M-V def2-TZVPD RIJCOSX def2/J DEFGRID3
* xyz 4 5
Ru 0.18 0.02 0.62
P 0.85 1.75 1.95
P -1.31 -0.64 2.26
P 0.67 1.41 -1.27
H -5.81 -2.66 -2.03
C -5.03 -2.76 -2.80
C -3.99 -3.60 -2.71
H -3.75 -4.14 -1.79
C -0.24 3.21 1.80
C 0.96 1.58 3.79
C 2.52 2.51 1.72
C -2.48 -1.98 1.86
C -0.51 -1.39 3.75
C -2.42 0.67 2.89
C 0.51 0.52 -2.87
C 2.42 1.90 -1.46
C -0.24 2.96 -1.64
H -5.18 -2.19 -3.73
H -3.45 -3.86 -3.62
H 0.11 4.02 2.46
H -1.27 2.95 2.06
H -0.24 3.58 0.76
H 1.26 2.54 4.25
H 1.71 0.83 4.06
H 0.01 1.28 4.25
H 2.53 3.26 0.92
H 3.25 1.73 1.48
H 2.86 3.00 2.65
H -2.89 -2.41 2.79
H -1.94 -2.76 1.30
H -3.30 -1.61 1.24
H -1.15 -1.24 4.63
H 0.48 -0.97 3.96
H -0.40 -2.47 3.59
H -3.32 0.19 3.30
H -2.73 1.34 2.07
H -1.95 1.28 3.68
H 1.15 0.96 -3.65
H -0.52 0.54 -3.20
H 0.82 -0.52 -2.72
H 2.66 1.99 -2.53
H 3.08 1.12 -1.05
H 2.66 2.86 -0.99
H -0.46 2.99 -2.72
H 0.36 3.86 -1.39
H -1.19 2.97 -1.09
C -1.74 -1.56 -1.56
C -2.74 -0.55 -1.37
C -3.18 0.13 -2.49
C -2.81 -0.30 -3.76
C -2.07 -1.47 -3.93
C -1.60 -2.17 -2.83
O -0.89 -1.84 -0.62
H -1.17 0.61 -0.11
H -3.02 -0.27 -0.36
H -3.82 0.98 -2.36
H -3.15 0.24 -4.64
H -1.91 -1.80 -4.96
H -1.07 -3.14 -2.84
N 1.65 -1.63 0.85
C 3.02 -1.27 0.56
C 3.82 -0.72 1.57
C 5.08 -0.17 1.24
C 5.54 -0.22 -0.08
C 4.77 -0.85 -1.07
C 3.50 -1.38 -0.75
H 1.55 -1.99 1.80
H 1.29 -2.33 0.20
H 3.46 -0.68 2.61
H 5.70 0.30 2.01
H 6.51 0.21 -0.34
H 5.15 -0.91 -2.09
H 2.89 -1.85 -1.52
*
```

Taken from the Mulliken analysis, the atomic charges in e are: number 1, Ru, carries -0.098; number 2, P, carries 1.144; number 3, P, carries 1.400; number 4, P, carries 1.131; number 5, H, carries 0.323; number 6, C, carries -0.297; number 7, C, carries -0.135; number 8, H, carries 0.324; number 9, C, carries -1.096; number 10, C, carries -1.246; number 11, C, carries -1.008; number 12, C, carries -1.495; number 13, C, carries -1.411; number 14, C, carries -1.382; number 15, C, carries -1.347; number 16, C, carries -1.216; number 17, C, carries -1.550; number 18, H, carries 0.342; number 19, H, carries 0.385; number 20, H, carries 0.479; number 21, H, carries 0.240; number 22, H, carries 0.184; number 23, H, carries 0.563; number 24, H, carries 0.362; number 25, H, carries 0.327; number 26, H, carries 0.348; number 27, H, carries 0.196; number 28, H, carries 0.520; number 29, H, carries 0.551; number 30, H, carries 0.355; number 31, H, carries 0.373; number 32, H, carries 0.443; number 33, H, carries 0.327; number 34, H, carries 0.476; number 35, H, carries 0.515; number 36, H, carries 0.359; number 37, H, carries 0.347; number 38, H, carries 0.639; number 39, H, carries 0.089; number 40, H, carries 0.225; number 41, H, carries 0.548; number 42, H, carries 0.110; number 43, H, carries 0.394; number 44, H, carries 0.482; number 45, H, carries 0.501; number 46, H, carries 0.443; number 47, C, carries 1.171; number 48, C, carries -0.066; number 49, C, carries -0.622; number 50, C, carries -0.891; number 51, C, carries -0.213; number 52, C, carries -1.201; number 53, O, carries -0.543; number 54, H, carries 0.194; number 55, H, carries 0.453; number 56, H, carries 0.600; number 57, H, carries 0.471; number 58, H, carries 0.485; number 59, H, carries 0.571; number 60, N, carries -0.690; number 61, C, carries 0.670; number 62, C, carries -0.491; number 63, C, carries -0.489; number 64, C, carries -0.497; number 65, C, carries -0.696; number 66, C, carries -0.384; number 67, H, carries 0.375; number 68, H, carries 0.303; number 69, H, carries 0.452; number 70, H, carries 0.482; number 71, H, carries 0.458; number 72, H, carries 0.458; number 73, H, carries 0.472

---

Density functional theory data (the ωB97M-V functional and the def2-TZVPD basis) for C23H44NP3STm as an isolated structure.

The calculation puts the HOMO energy (spin up / spin down) at -16.8 / -16.8 eV. Its largest force on an atom is 2.71 eV/A. The HOMO-LUMO gap (spin up / spin down) is 0.146 / 0.151 Ha.

The geometry in ORCA input format:
```
! wB97M-V def2-TZVPD RIJCOSX def2/J DEFGRID3
* xyz 3 3
Tm -1.05 -0.32 -0.07
P 0.73 -2.42 0.84
P 1.43 1.34 0.42
P 0.34 -0.16 -2.48
H -6.95 0.09 -1.74
C -6.54 -0.54 -2.55
C -5.91 -1.68 -2.27
H -6.02 -2.12 -1.26
C 0.49 -3.43 2.41
C 2.56 -2.22 0.89
C 0.51 -3.71 -0.46
C 1.10 3.13 0.07
C 1.99 1.53 2.15
C 3.11 1.17 -0.34
C -0.82 -0.80 -3.73
C 1.91 -1.00 -2.90
C 0.67 1.53 -3.14
H -6.71 -0.19 -3.58
H -5.39 -2.24 -3.08
H -0.50 -3.92 2.46
H 0.58 -2.79 3.30
H 1.27 -4.21 2.43
H 2.86 -1.46 1.61
H 2.99 -1.92 -0.08
H 3.01 -3.18 1.18
H -0.55 -3.80 -0.77
H 0.84 -4.65 0.00
H 1.08 -3.53 -1.38
H 2.05 3.69 0.17
H 0.36 3.51 0.79
H 0.68 3.26 -0.93
H 2.78 2.28 2.26
H 2.33 0.56 2.54
H 1.12 1.83 2.75
H 3.78 1.91 0.13
H 3.13 1.33 -1.42
H 3.51 0.17 -0.13
H -0.57 -0.35 -4.70
H -1.85 -0.55 -3.44
H -0.75 -1.89 -3.78
H 2.03 -0.95 -4.00
H 1.91 -2.05 -2.58
H 2.76 -0.50 -2.42
H 0.56 1.46 -4.23
H 1.65 1.96 -2.88
H -0.12 2.19 -2.74
C -4.14 -0.09 -0.76
C -4.00 0.96 -1.72
C -4.76 2.12 -1.63
C -5.53 2.30 -0.48
C -5.57 1.33 0.52
C -5.00 0.06 0.34
S -3.32 -1.58 -1.02
H -2.04 1.00 -1.13
H -3.55 0.69 -2.68
H -4.73 2.84 -2.45
H -6.15 3.20 -0.37
H -6.09 1.55 1.46
H -5.25 -0.81 0.95
N -2.21 -0.10 1.99
C -1.75 0.57 3.20
C -2.17 1.87 3.42
C -1.51 2.65 4.38
C -0.45 2.10 5.12
C -0.10 0.77 4.93
C -0.76 -0.04 3.98
H -2.44 -1.11 2.08
H -3.05 0.31 1.57
H -2.96 2.31 2.80
H -1.82 3.67 4.55
H 0.09 2.73 5.83
H 0.72 0.35 5.51
H -0.43 -1.05 3.79
*
```

Taken from the Mulliken analysis, the atomic charges in e are: number 1, Tm, carries -0.092; number 2, P, carries 1.008; number 3, P, carries 0.747; number 4, P, carries 1.215; number 5, H, carries 0.288; number 6, C, carries -0.422; number 7, C, carries -0.531; number 8, H, carries 0.413; number 9, C, carries -1.330; number 10, C, carries -1.299; number 11, C, carries -1.175; number 12, C, carries -1.318; number 13, C, carries -0.930; number 14, C, carries -1.443; number 15, C, carries -0.981; number 16, C, carries -1.093; number 17, C, carries -1.314; number 18, H, carries 0.302; number 19, H, carries 0.324; number 20, H, carries 0.419; number 21, H, carries 0.374; number 22, H, carries 0.465; number 23, H, carries 0.354; number 24, H, carries 0.231; number 25, H, carries 0.566; number 26, H, carries 0.331; number 27, H, carries 0.443; number 28, H, carries 0.316; number 29, H, carries 0.422; number 30, H, carries 0.425; number 31, H, carries 0.306; number 32, H, carries 0.538; number 33, H, carries 0.330; number 34, H, carries 0.076; number 35, H, carries 0.507; number 36, H, carries 0.383; number 37, H, carries 0.330; number 38, H, carries 0.504; number 39, H, carries 0.013; number 40, H, carries 0.367; number 41, H, carries 0.447; number 42, H, carries 0.192; number 43, H, carries 0.312; number 44, H, carries 0.519; number 45, H, carries 0.360; number 46, H, carries 0.252; number 47, C, carries 0.648; number 48, C, carries 0.256; number 49, C, carries -0.891; number 50, C, carries -0.704; number 51, C, carries -0.361; number 52, C, carries -0.938; number 53, S, carries 0.175; number 54, H, carries 0.157; number 55, H, carries 0.218; number 56, H, carries 0.542; number 57, H, carries 0.553; number 58, H, carries 0.571; number 59, H, carries 0.472; number 60, N, carries -0.267; number 61, C, carries 0.696; number 62, C, carries -0.698; number 63, C, carries -0.557; number 64, C, carries -0.667; number 65, C, carries -0.611; number 66, C, carries -0.162; number 67, H, carries 0.513; number 68, H, carries 0.055; number 69, H, carries 0.360; number 70, H, carries 0.436; number 71, H, carries 0.423; number 72, H, carries 0.439; number 73, H, carries 0.192